Entry 1:
Molecular formula: C23H27ClFeNO5P2Te4
Method: DFT, wB97M-V/def2-TZVPD

## Properties
HOMO (spin up / spin down): -3.57 / -3.66 eV
frontier orbital gap (spin up / spin down): 5.64 / 4.85 eV
largest force on an atom: 0.07806 hartree/bohr
LUMO energy (spin up / spin down): 2.07 / 1.19 eV

```
! RIJCOSX wB97M-V def2-TZVPD def2/J DEFGRID3
* xyz -1 5
Fe 0.0244 -0.1963 0.1645
Cl -2.2245 0.4362 0.0839
C -2.7255 0.3921 -1.5979
C -3.9872 0.8721 -1.9351
C -4.3836 0.8450 -3.2606
C -3.5236 0.3511 -4.2317
C -2.2708 -0.1264 -3.8743
C -1.8386 -0.1102 -2.5453
P -0.1885 -0.7915 -2.0077
C 0.7761 -0.2932 -3.5092
C 1.4321 -1.1541 -4.3820
C 2.1695 -0.6535 -5.4555
C 2.2656 0.7119 -5.6711
C 1.6343 1.5815 -4.7908
C 0.9067 1.0799 -3.7203
C -0.4435 -2.5945 -2.3116
C -1.7151 -3.1410 -2.4685
C -1.8871 -4.5199 -2.5723
C -0.7988 -5.3682 -2.4799
C 0.4756 -4.8371 -2.3191
C 0.6491 -3.4633 -2.2412
H -4.6468 1.2514 -1.1641
H -5.3720 1.1993 -3.5328
H -3.8334 0.3358 -5.2709
H -1.5993 -0.5194 -4.6290
H 1.3457 -2.2229 -4.2647
H 2.6624 -1.3468 -6.1285
H 2.8149 1.0951 -6.5225
H 1.7085 2.6528 -4.9387
H 0.4004 1.7670 -3.0523
H -2.5800 -2.4954 -2.5082
H -2.8838 -4.9230 -2.7154
H -0.9371 -6.4448 -2.5156
H 1.3368 -5.4884 -2.2363
H 1.6441 -3.0561 -2.1181
N -0.1219 2.8794 -0.4784
C 0.1967 3.5345 0.7993
C 1.1865 2.6912 1.6279
O 2.1732 3.2730 2.1164
O 0.9302 1.4389 1.7311
H 0.7085 2.8722 -1.0549
H -0.8206 3.4103 -0.9794
H -0.7220 3.6352 1.3769
H 0.6380 4.5235 0.6640
Te -0.7965 -1.0653 2.3861
Te -1.3892 -2.6812 4.4041
Te 1.6035 -4.5643 2.1354
Te 1.0491 -2.2347 0.9115
C 3.5600 0.0179 2.2670
O 3.5575 0.0767 0.8259
P 2.2769 0.2002 -0.1462
O 2.7112 1.5411 -0.9844
C 3.8258 2.3885 -0.6600
O 2.7604 -0.9370 -1.2567
C 4.0326 -0.8454 -1.9022
H 4.4362 0.5713 2.6058
H 3.6285 -1.0194 2.5857
H 2.6713 0.4833 2.6783
H 3.9466 3.0697 -1.5010
H 4.7366 1.8069 -0.5274
H 3.6281 2.9502 0.2508
H 4.8414 -0.8584 -1.1693
H 4.0920 0.0606 -2.5130
H 4.1325 -1.7121 -2.5570
*
```

Atom charges from the Löwdin analysis, given in e for atoms 1 to 8: atom 1 (Fe): -0.67, atom 2 (Cl): 0.70, atom 3 (C): -0.56, atom 4 (C): -0.10, atom 5 (C): -0.09, atom 6 (C): -0.08, atom 7 (C): -0.08, atom 8 (C): -0.35

---

Entry 2:
Molecular formula: C23H27CrN2O6
Method: DFT, wB97M-V/def2-TZVPD

## Properties
energy relative to the best compared isomer or geometry (same formula, charge and spin): 42.7 kJ/mol
HOMO (spin up / spin down): -7.75 / -7.93 eV
frontier orbital gap (spin up / spin down): 7.96 / 7.96 eV
largest force on an atom: 0.00401 hartree/bohr
LUMO energy (spin up / spin down): 0.21 / 0.03 eV

```
! RIJCOSX wB97M-V def2-TZVPD def2/J DEFGRID3
* xyz 0 4
Cr -0.4269 0.2748 0.3609
O 0.1365 2.1085 0.3604
C -0.5515 3.1880 0.5618
C 0.1190 4.4333 0.5514
C -0.5516 5.6128 0.7498
C -1.9385 5.6340 0.9686
C -2.6135 4.4435 0.9795
C -1.9556 3.2122 0.7858
C -2.7628 2.0282 0.8109
N -2.3526 0.8202 0.6940
C -3.3302 -0.2785 0.7255
C -2.6884 -1.5236 0.1072
N -1.3402 -1.5612 0.6528
C -0.9610 -2.4744 1.4591
C 0.2176 -2.3605 2.2837
C 0.7787 -3.5139 2.8540
C 1.8426 -3.4402 3.7187
C 2.3384 -2.1759 4.0646
C 1.7861 -1.0262 3.5496
C 0.7140 -1.0728 2.6299
O 0.2131 0.0442 2.1733
H 1.1869 4.4193 0.3734
H 0.0012 6.5442 0.7322
H -2.4594 6.5694 1.1205
H -3.6867 4.4299 1.1418
H -3.8353 2.1942 0.9370
H -4.2375 -0.0044 0.1850
H -3.5939 -0.4874 1.7654
H -2.6162 -1.4251 -0.9736
H -3.2584 -2.4197 0.3622
H -1.5831 -3.3652 1.5812
H 0.3560 -4.4783 2.5909
H 2.2788 -4.3358 4.1390
H 3.1672 -2.0999 4.7590
H 2.1569 -0.0479 3.8303
C -1.2448 -1.1579 -4.3329
C -0.1841 -1.3253 -3.2577
C 1.1467 -1.7591 -3.8557
O -0.6736 -2.3338 -2.3721
C -0.0285 0.0243 -2.5156
O 0.8207 0.8191 -2.8859
O -0.8642 0.2093 -1.5399
H -1.3908 -2.1069 -4.8522
H -0.9337 -0.3991 -5.0519
H -2.1904 -0.8533 -3.8817
H 1.0090 -2.7001 -4.3922
H 1.8845 -1.9179 -3.0642
H 1.5346 -1.0011 -4.5319
H -0.1339 -2.3140 -1.5737
C 2.8955 1.1715 -0.4872
C 2.5174 -0.2615 -0.4252
C 3.5621 -1.2989 -0.6730
O 1.3697 -0.6285 -0.1910
H 3.9699 1.3034 -0.5904
H 2.5048 1.6928 0.3856
H 2.3681 1.5892 -1.3518
H 4.1447 -1.0457 -1.5601
H 3.1168 -2.2861 -0.7640
H 4.2497 -1.2864 0.1788
*
```

Atom charges from the Löwdin analysis, given in e for atoms 1 to 8: atom 1 (Cr): 0.93, atom 2 (O): -0.14, atom 3 (C): -0.30, atom 4 (C): 0.00, atom 5 (C): -0.08, atom 6 (C): -0.10, atom 7 (C): -0.05, atom 8 (C): -0.13

---

Entry 3:
Molecular formula: C23H27F16IN2O8
Method: DFT, wB97M-V/def2-TZVPD

## Properties
structure (SMILES): CN(C)C(=O)C[C@]1(CCCI)OC(=O)O[C@]1(CCO)OC#N.FC(F)C(F)(F)COC(F)(F)C(F)F.FC(F)C(F)(F)COC(F)(F)C(F)F
HOMO: -9.96 eV
frontier orbital gap: 9.99 eV
largest force on an atom: 0.04070 hartree/bohr
LUMO energy: 0.03 eV

```
! RIJCOSX wB97M-V def2-TZVPD def2/J DEFGRID3
* xyz 0 1
C -1.4639 -0.5254 1.2711
N -1.4748 -1.0208 -0.1144
C -1.7452 0.0304 -1.1037
C -0.4197 -1.8687 -0.4652
O -0.4431 -2.3879 -1.5634
C 0.7499 -2.2436 0.4459
C 2.1057 -1.6618 0.0098
C 2.3629 -1.5396 -1.5011
C 1.6254 -0.4081 -2.2729
C 2.5633 0.4864 -3.1000
I 1.3124 2.0314 -3.9970
O 2.9882 -2.7842 0.3569
C 4.2224 -2.2963 0.6337
O 5.2615 -2.7505 0.3437
O 3.9928 -1.1562 1.3743
C 2.7554 -0.5744 0.9590
C 3.2057 0.7643 0.3754
C 2.1159 1.8153 0.0691
O 0.8232 1.5413 0.5847
O 2.0136 -0.3612 2.1969
C 2.4420 -1.0155 3.2456
N 2.6800 -1.6949 4.1432
H -2.0803 0.3741 1.3058
H -0.4811 -0.2513 1.6594
H -1.9450 -1.2338 1.9460
H -1.8198 -0.4121 -2.0925
H -2.7354 0.4341 -0.8855
H -1.0259 0.8540 -1.0794
H 0.5597 -2.0800 1.5044
H 0.8635 -3.3212 0.3474
H 2.0146 -2.4874 -1.9050
H 3.4315 -1.4758 -1.7176
H 0.9426 0.1840 -1.6668
H 0.9921 -0.9029 -3.0109
H 3.2863 1.0221 -2.4941
H 3.0115 -0.0471 -3.9298
H 3.8256 0.5322 -0.4896
H 3.8783 1.1888 1.1191
H 2.4288 2.7440 0.5326
H 2.0139 2.0476 -0.9936
H 0.5185 0.6745 0.3144
F 2.0349 5.8444 0.9535
C 1.0774 5.2064 0.2616
F 1.6944 4.5577 -0.7580
C 0.0224 6.1539 -0.3216
F 0.5809 6.9685 -1.2399
F -0.8428 5.3410 -0.9905
C -0.8525 6.9868 0.6439
O -0.5443 8.3651 0.8711
C 0.3190 8.8062 1.8623
F 0.6685 7.8205 2.7038
F -0.3653 9.7082 2.5930
C 1.5313 9.5444 1.2835
F 2.2352 8.7610 0.4496
F 2.3449 9.9183 2.2954
H 0.6111 4.4570 0.9091
H -1.8165 7.0399 0.1398
H -1.0408 6.4583 1.5778
H 1.2047 10.4313 0.7372
F -2.3997 -7.8340 0.5369
C -1.7748 -6.7511 1.0218
F -1.5383 -6.9792 2.3355
C -2.6088 -5.4710 0.8862
F -3.7230 -5.5513 1.6408
F -1.8397 -4.4882 1.4419
C -2.9845 -4.9838 -0.5344
O -4.3036 -5.2649 -1.0116
C -4.6478 -6.4375 -1.6641
F -3.5723 -7.1777 -1.9743
F -5.2134 -6.0742 -2.8330
C -5.7097 -7.2336 -0.8975
F -5.2880 -7.5640 0.3342
F -5.9766 -8.3752 -1.5702
H -0.8124 -6.6361 0.5147
H -2.9784 -3.8952 -0.4769
H -2.2192 -5.2289 -1.2701
H -6.6257 -6.6465 -0.8073
*
```

Atom charges from the Löwdin analysis, given in e for atoms 1 to 8: atom 1 (C): -0.05, atom 2 (N): -0.12, atom 3 (C): -0.05, atom 4 (C): -0.44, atom 5 (O): 0.07, atom 6 (C): 0.02, atom 7 (C): -0.25, atom 8 (C): -0.07

---

Entry 4:
Molecular formula: C23H27F2
Method: DFT, wB97M-V/def2-TZVPD

## Properties
energy relative to the best compared isomer or geometry (same formula, charge and spin): 380.1 kJ/mol
HOMO: -11.52 eV
frontier orbital gap: 5.70 eV
largest force on an atom: 0.10901 hartree/bohr
LUMO energy: -5.82 eV

```
! RIJCOSX wB97M-V def2-TZVPD def2/J DEFGRID3
* xyz 1 1
C -2.7519 0.9455 1.7868
C -2.2754 -0.2451 2.2142
C -3.1463 -1.4734 2.0755
C -0.9200 -0.3215 2.9026
C 0.2611 0.3262 2.1235
C 1.6532 0.0068 2.6284
C 1.9989 -1.4521 2.4372
C 2.5762 0.9695 3.0647
H -2.1591 1.8517 1.8810
H -3.7553 1.0163 1.3688
H -2.6261 -2.3904 2.3761
H -4.0562 -1.3803 2.6884
H -3.4901 -1.6004 1.0367
H -1.0207 0.1944 3.8766
H -0.7201 -1.3793 3.1330
H 0.1889 -0.0601 1.0898
H 0.1192 1.4051 2.0696
H 1.1260 -1.9862 2.0320
H 2.8075 -1.5868 1.7060
H 2.2854 -2.0094 3.3396
H 3.5738 0.5875 3.3302
H 2.3165 2.0038 2.7858
C 2.3904 0.9446 9.7288
C 2.8271 1.1340 8.3249
C 4.1188 1.5540 8.0247
F 4.9670 1.8709 9.0618
C 4.5504 1.7793 6.7246
C 3.6071 1.7717 5.6542
C 3.8075 2.2975 4.2866
C 5.2024 2.8510 4.0024
C 5.7846 3.7490 4.9288
C 6.9525 4.4538 4.6609
F 7.4101 5.3617 5.5840
C 7.6501 4.3231 3.4751
C 8.8700 5.1196 3.2318
C 7.1250 3.4075 2.5594
C 5.9562 2.6751 2.8229
C 2.3335 1.2560 5.9612
C 1.9581 0.9115 7.2489
H 1.4604 0.3629 9.7370
H 3.1477 0.4028 10.3087
H 2.1882 1.8915 10.2546
H 5.5948 2.0179 6.5709
H 3.0586 3.1228 4.1343
H 5.2699 3.9430 5.8603
H 9.2002 4.9674 2.2045
H 8.6889 6.1870 3.3869
H 9.6818 4.8257 3.9050
H 7.6360 3.3104 1.5978
H 5.5791 1.9922 2.0673
H 1.6325 1.0739 5.1549
H 0.9632 0.5059 7.4422
*
```

Atom charges from the Löwdin analysis, given in e for atoms 1 to 8: atom 1 (C): 0.05, atom 2 (C): -0.35, atom 3 (C): -0.07, atom 4 (C): -0.16, atom 5 (C): -0.16, atom 6 (C): -0.25, atom 7 (C): -0.04, atom 8 (C): 0.00

---

Copy entry 3 word for word.
Molecular formula: C23H27F16IN2O8
Method: DFT, wB97M-V/def2-TZVPD

## Properties
structure (SMILES): CN(C)C(=O)C[C@]1(CCCI)OC(=O)O[C@]1(CCO)OC#N.FC(F)C(F)(F)COC(F)(F)C(F)F.FC(F)C(F)(F)COC(F)(F)C(F)F
HOMO: -9.96 eV
frontier orbital gap: 9.99 eV
largest force on an atom: 0.04070 hartree/bohr
LUMO energy: 0.03 eV

```
! RIJCOSX wB97M-V def2-TZVPD def2/J DEFGRID3
* xyz 0 1
C -1.4639 -0.5254 1.2711
N -1.4748 -1.0208 -0.1144
C -1.7452 0.0304 -1.1037
C -0.4197 -1.8687 -0.4652
O -0.4431 -2.3879 -1.5634
C 0.7499 -2.2436 0.4459
C 2.1057 -1.6618 0.0098
C 2.3629 -1.5396 -1.5011
C 1.6254 -0.4081 -2.2729
C 2.5633 0.4864 -3.1000
I 1.3124 2.0314 -3.9970
O 2.9882 -2.7842 0.3569
C 4.2224 -2.2963 0.6337
O 5.2615 -2.7505 0.3437
O 3.9928 -1.1562 1.3743
C 2.7554 -0.5744 0.9590
C 3.2057 0.7643 0.3754
C 2.1159 1.8153 0.0691
O 0.8232 1.5413 0.5847
O 2.0136 -0.3612 2.1969
C 2.4420 -1.0155 3.2456
N 2.6800 -1.6949 4.1432
H -2.0803 0.3741 1.3058
H -0.4811 -0.2513 1.6594
H -1.9450 -1.2338 1.9460
H -1.8198 -0.4121 -2.0925
H -2.7354 0.4341 -0.8855
H -1.0259 0.8540 -1.0794
H 0.5597 -2.0800 1.5044
H 0.8635 -3.3212 0.3474
H 2.0146 -2.4874 -1.9050
H 3.4315 -1.4758 -1.7176
H 0.9426 0.1840 -1.6668
H 0.9921 -0.9029 -3.0109
H 3.2863 1.0221 -2.4941
H 3.0115 -0.0471 -3.9298
H 3.8256 0.5322 -0.4896
H 3.8783 1.1888 1.1191
H 2.4288 2.7440 0.5326
H 2.0139 2.0476 -0.9936
H 0.5185 0.6745 0.3144
F 2.0349 5.8444 0.9535
C 1.0774 5.2064 0.2616
F 1.6944 4.5577 -0.7580
C 0.0224 6.1539 -0.3216
F 0.5809 6.9685 -1.2399
F -0.8428 5.3410 -0.9905
C -0.8525 6.9868 0.6439
O -0.5443 8.3651 0.8711
C 0.3190 8.8062 1.8623
F 0.6685 7.8205 2.7038
F -0.3653 9.7082 2.5930
C 1.5313 9.5444 1.2835
F 2.2352 8.7610 0.4496
F 2.3449 9.9183 2.2954
H 0.6111 4.4570 0.9091
H -1.8165 7.0399 0.1398
H -1.0408 6.4583 1.5778
H 1.2047 10.4313 0.7372
F -2.3997 -7.8340 0.5369
C -1.7748 -6.7511 1.0218
F -1.5383 -6.9792 2.3355
C -2.6088 -5.4710 0.8862
F -3.7230 -5.5513 1.6408
F -1.8397 -4.4882 1.4419
C -2.9845 -4.9838 -0.5344
O -4.3036 -5.2649 -1.0116
C -4.6478 -6.4375 -1.6641
F -3.5723 -7.1777 -1.9743
F -5.2134 -6.0742 -2.8330
C -5.7097 -7.2336 -0.8975
F -5.2880 -7.5640 0.3342
F -5.9766 -8.3752 -1.5702
H -0.8124 -6.6361 0.5147
H -2.9784 -3.8952 -0.4769
H -2.2192 -5.2289 -1.2701
H -6.6257 -6.6465 -0.8073
*
```

Atom charges from the Löwdin analysis, given in e for atoms 1 to 8: atom 1 (C): -0.05, atom 2 (N): -0.12, atom 3 (C): -0.05, atom 4 (C): -0.44, atom 5 (O): 0.07, atom 6 (C): 0.02, atom 7 (C): -0.25, atom 8 (C): -0.07